The following is a DFT calculation (ωB97M-V/def2-TZVPD) of a 7-piece molecular cluster, C28H65Cl10N3 overall.

The geometry in XYZ format:
```
106
Properties=species:S:1:pos:R:3:forces:R:3:mulliken_charge:R:1
Cl 1.4301 -0.7442 -0.7409 3.040 3.762 8.402 0.270
Cl -3.7396 -4.7049 -3.4298 -0.226 0.429 -0.960 -0.158
Cl 2.2127 -3.5647 0.0694 1.080 -0.521 0.092 -0.107
Cl 0.5863 -1.4134 -2.5987 -3.289 0.881 -10.431 -0.230
Cl 5.3661 -0.9442 -1.2903 2.734 -1.404 0.845 -0.223
Cl -4.3987 -7.5331 -1.8847 -0.176 0.022 -0.161 -0.189
Cl 1.9739 -3.5297 -4.4117 1.355 0.955 -1.567 -0.103
Cl -2.6660 -1.7018 -2.0851 -0.701 -2.029 -0.025 0.023
Cl -1.9662 -2.6929 0.8990 -1.368 -1.529 0.226 -0.313
Cl -0.9320 -4.8120 -1.5797 3.308 -0.593 -0.550 -0.331
N -0.0196 1.5687 3.8452 0.003 0.239 -3.126 0.600
N -4.0788 0.7136 0.6962 0.162 4.649 0.610 0.548
N 4.2107 2.9360 -1.6489 -4.391 -3.500 -1.146 0.189
C -0.6124 -0.0796 -2.9384 0.298 -2.624 -1.983 0.397
C -0.3907 -2.3824 0.2713 -1.245 0.457 -6.588 -0.132
C 1.1563 -4.6449 -3.4467 0.494 -7.122 0.873 -0.391
C -3.1400 -6.3573 -1.4913 0.915 -0.743 3.757 -0.428
C -0.4043 -0.8639 3.6226 -2.748 -2.246 -3.416 -0.986
C 0.2349 1.6989 5.1987 4.672 0.387 1.651 -0.666
C -1.9185 -0.8169 -3.3308 2.991 0.342 -5.578 -0.711
C -0.1059 2.8746 3.0813 0.181 -2.726 -0.302 -1.239
C -1.0103 0.5657 3.5196 0.150 -1.337 0.932 0.275
C -0.7843 2.4226 5.9123 -6.361 0.975 4.225 -1.001
C 4.4840 1.6472 -0.9284 -1.804 -0.709 -0.773 -0.792
C -0.2070 -0.9388 -0.2604 -2.328 -2.563 -0.504 1.726
C -4.7568 0.0353 1.6993 -3.465 -2.865 -4.906 -0.373
C 0.0439 -3.9516 -2.7650 -1.369 -0.263 -1.935 0.970
C -4.1065 2.1887 1.0576 -2.154 -0.475 -8.808 -0.380
C 3.6914 -2.5522 0.0885 2.213 -1.896 1.801 -0.347
C 3.3522 2.8069 -2.9464 0.574 -1.649 3.426 0.143
C -3.5774 -4.8527 -1.6844 -0.664 -3.697 -0.958 1.207
C 0.6209 2.8426 1.7400 0.222 -2.621 1.139 -0.623
C -2.1717 0.8054 -0.7996 0.128 2.234 -2.033 0.381
C 3.4154 1.4227 0.1524 3.563 0.656 1.764 -0.800
C 6.5676 3.0849 -2.3202 2.739 -1.355 -1.243 -1.493
C -4.1113 -0.4711 2.7887 -5.258 -1.185 6.802 -1.107
C 5.3518 3.6315 -1.8558 -1.831 5.023 -2.973 -0.655
C -2.7311 0.3126 0.5439 2.671 -0.334 -1.326 1.596
C -5.5118 2.7498 0.9978 0.975 2.268 -4.466 -1.794
C 2.6764 4.1333 -3.0883 -0.483 1.819 -4.640 -1.276
C 3.9535 -1.9796 -1.2926 3.121 -2.172 -0.245 0.199
H -0.1314 -3.1152 -0.6432 -0.768 1.931 3.071 -2.236
H -2.7205 -6.7352 -0.3461 -1.558 1.731 -2.765 0.236
H -4.4841 -4.5708 -1.2500 -1.397 0.098 0.825 0.443
H 0.8133 -5.5987 -4.0603 0.666 2.036 0.833 0.338
H -0.3949 -1.2491 4.6221 1.039 0.076 0.616 0.659
H 3.2850 -1.3179 -1.6850 -2.221 0.862 -0.994 -0.100
H 5.5305 3.8451 -0.9365 1.898 1.964 6.245 0.629
H 3.6593 2.1067 1.0339 -1.021 -0.198 -1.382 0.469
H -2.8925 0.3923 -1.7333 1.747 2.617 2.846 0.040
H 4.3350 0.6400 -1.6470 0.695 4.082 1.486 -0.008
H -1.3206 -1.6117 3.2058 2.277 1.885 0.877 0.079
H -2.7824 -4.2610 -1.4344 0.513 1.618 0.943 -1.368
H -0.9375 -0.8236 -1.2896 2.802 -1.836 4.963 -1.792
H -4.7318 -1.3210 3.1838 0.774 -0.212 -0.751 0.389
H -5.4991 3.8866 0.8173 0.545 -1.328 0.322 0.437
H -2.6433 -0.1530 -3.7903 -0.083 0.287 0.237 0.611
H -0.6999 -3.4092 -3.4970 1.615 -1.276 1.459 0.068
H 5.1072 4.8423 -2.2000 0.755 -3.448 0.180 0.200
H -5.8459 0.0553 1.7118 -0.298 2.329 0.932 0.549
H 4.3427 -2.6968 -2.0875 -1.555 0.162 1.325 0.369
H -0.4103 -0.2993 0.5847 0.037 0.545 -0.223 -0.139
H -6.0182 2.4488 -0.0231 0.306 -0.215 2.704 0.272
H -5.0367 -0.8861 1.2197 0.696 -1.596 -1.507 0.177
H 1.9528 -5.1815 -2.6453 -2.206 1.767 -1.846 0.205
H 0.4554 3.7638 1.2560 0.552 1.221 -0.729 0.594
H -1.5334 3.3609 5.6377 2.466 -2.310 -0.672 0.203
H 0.0495 3.7013 3.6915 1.495 1.301 1.371 0.829
H 4.5655 -3.2520 0.4324 -1.451 0.848 -1.341 0.420
H -2.2212 -6.5674 -2.0302 -0.805 -0.139 -0.664 0.407
H 3.6717 0.4653 0.6325 -0.774 -0.189 -0.457 0.210
H -5.8720 2.7143 1.9433 -2.645 -0.943 2.418 0.544
H -3.6699 2.3978 1.9027 2.818 1.124 4.629 0.333
H 7.3007 3.7697 -2.0082 1.446 0.704 0.580 0.420
H 3.3679 4.9464 -3.5221 -0.649 -1.194 1.026 0.355
H -1.4709 -1.4369 -4.3435 -1.823 0.876 2.996 0.256
H 6.8955 2.0878 -2.0676 -0.433 -0.390 1.199 0.329
H 1.9649 4.0679 -3.9996 0.726 -0.075 1.277 0.379
H -3.6554 2.6982 0.1037 0.114 -0.798 2.212 0.417
H 2.5416 1.9546 -2.7652 1.887 1.567 -0.544 -0.140
H 3.7259 -1.9449 1.0353 -0.807 0.426 -1.596 0.157
H -0.7807 0.3887 -2.0555 0.641 1.356 0.309 -0.921
H -0.5098 2.7871 6.9163 0.497 -0.360 -0.248 0.434
H 0.0920 2.0809 1.1278 0.249 0.280 0.128 -0.083
H 6.7551 3.0039 -3.3237 -0.154 0.259 -3.173 0.475
H -4.3209 0.0565 3.6754 0.420 1.864 1.487 0.451
H -1.8476 0.6656 1.2084 -2.328 -0.033 -0.598 -1.295
H -2.6794 -0.7910 0.6620 -0.210 1.280 -0.627 -0.589
H 1.2470 2.1953 5.3160 -0.912 0.342 -0.396 0.484
H 0.4492 -1.1400 2.8969 -0.894 0.729 1.624 -0.101
H -3.1855 -0.7090 2.8627 6.036 -1.597 -0.528 -0.062
H 2.0806 4.6122 -2.3249 0.206 -0.631 0.771 0.318
H 4.1407 2.5398 -3.6923 -1.336 0.163 -0.257 0.301
H -1.1003 3.0988 2.8446 -2.173 -0.190 -0.481 0.229
H -1.6159 1.6063 6.2230 1.426 1.806 -0.653 0.207
H 0.7178 -3.2619 -2.3570 -0.599 0.439 1.848 -0.756
H -1.4250 0.7059 2.4744 0.539 0.134 2.330 -0.399
H 5.4361 1.6922 -0.3091 -0.599 -0.252 -1.651 0.523
H -1.8295 1.9918 -0.7641 -1.787 -2.579 -0.313 0.270
H -0.2181 0.7513 -3.4665 0.290 0.070 -1.811 0.743
H -1.1113 0.4135 -1.0727 -4.192 2.181 3.464 0.015
H 1.6588 2.4246 1.8485 -0.877 1.113 -0.254 0.028
H 2.4959 1.4851 -0.3326 -1.734 0.213 0.196 0.073
H -1.7936 0.4700 4.3639 0.346 0.787 -1.623 -0.094
H 0.6157 0.7885 5.8311 -1.548 0.736 -1.568 0.277
H 0.1492 -2.4791 1.0720 3.592 -0.958 4.020 1.557
```
Positions in Å, forces in eV/Å.

The gap between HOMO and LUMO is 8.07 eV. As for the spin multiplicity: 1. The value obtained for the energy above the lowest of the compared OMol25 structures with the same formula, charge and spin is 10.841 eV.